1.
Formula: C45H52N4P2RuSSi2
Source: the Open Molecules 2025 dataset
Level of theory: wB97M-V/def2-TZVPD

Geometry (Å):
Ru (-0.227, -0.514, -0.797)
C (1.032, 4.100, -2.099)
Si (-0.310, 2.916, -1.452)
C (-1.289, 3.680, 0.003)
C (-1.392, 2.285, -2.903)
N (0.398, 1.450, -0.745)
P (1.943, 0.997, -0.994)
C (1.826, -0.678, -0.441)
P (1.769, -0.883, 1.322)
N (0.178, -0.813, 1.539)
Si (-0.940, -1.465, 2.706)
C (-0.090, -2.040, 4.303)
C (-1.780, -2.937, 1.814)
C (-2.258, -0.135, 3.110)
C (2.576, -2.466, 1.684)
C (2.701, -3.388, 0.653)
C (3.289, -4.616, 0.897)
C (3.780, -4.907, 2.160)
C (3.670, -3.980, 3.185)
C (3.055, -2.762, 2.956)
C (2.681, 0.312, 2.329)
C (4.064, 0.374, 2.189)
C (4.792, 1.233, 2.991)
C (4.143, 2.005, 3.947)
C (2.767, 1.925, 4.096)
C (2.029, 1.087, 3.277)
C (3.160, 2.092, -0.253)
C (4.505, 1.829, -0.494)
C (5.467, 2.651, 0.060)
C (5.083, 3.709, 0.869)
C (3.741, 3.945, 1.137)
C (2.768, 3.133, 0.579)
C (2.246, 0.882, -2.782)
C (3.229, 1.598, -3.457)
C (3.316, 1.512, -4.838)
C (2.425, 0.722, -5.546)
C (1.439, 0.008, -4.878)
C (1.353, 0.092, -3.502)
H (0.582, 4.832, -2.762)
H (1.803, 3.582, -2.662)
H (1.519, 4.648, -1.299)
H (-0.868, 4.638, 0.290)
H (-1.285, 3.040, 0.882)
H (-2.321, 3.865, -0.276)
H (-2.399, 2.685, -2.848)
H (-1.452, 1.195, -2.899)
H (-0.978, 2.587, -3.860)
H (0.580, -2.875, 4.122)
H (-0.849, -2.372, 5.003)
H (0.477, -1.250, 4.785)
H (-1.157, -3.825, 1.856)
H (-1.964, -2.718, 0.762)
H (-2.725, -3.188, 2.281)
H (-1.828, 0.826, 3.378)
H (-2.839, -0.468, 3.964)
H (-2.958, 0.033, 2.297)
H (2.368, -3.111, -0.341)
H (3.389, -5.343, 0.104)
H (4.261, -5.853, 2.343)
H (4.075, -4.198, 4.161)
H (2.963, -2.037, 3.753)
H (4.560, -0.260, 1.463)
H (5.863, 1.295, 2.873)
H (4.715, 2.664, 4.584)
H (2.267, 2.510, 4.854)
H (0.955, 1.006, 3.377)
H (4.775, 0.976, -1.102)
H (6.513, 2.467, -0.131)
H (5.835, 4.352, 1.300)
H (3.451, 4.762, 1.781)
H (1.715, 3.286, 0.778)
H (3.924, 2.217, -2.910)
H (4.081, 2.066, -5.363)
H (2.492, 0.662, -6.622)
H (0.741, -0.605, -5.431)
H (0.573, -0.458, -2.949)
N (-2.310, -0.263, -0.661)
S (-3.507, 0.086, -1.701)
C (-4.642, 1.134, -0.744)
C (-4.160, 1.781, 0.379)
C (-5.008, 2.598, 1.111)
C (-6.319, 2.781, 0.699)
C (-6.778, 2.153, -0.450)
C (-5.946, 1.318, -1.178)
C (-4.539, -1.403, -1.799)
C (-4.506, -2.126, -2.981)
C (-5.241, -3.296, -3.073)
C (-5.991, -3.729, -1.992)
C (-6.025, -2.991, -0.820)
C (-5.295, -1.820, -0.718)
H (-2.647, -0.530, 0.266)
H (-3.127, 1.652, 0.663)
H (-4.639, 3.086, 2.001)
H (-6.978, 3.423, 1.265)
H (-7.790, 2.320, -0.786)
H (-6.309, 0.822, -2.066)
H (-3.922, -1.773, -3.818)
H (-5.224, -3.871, -3.985)
H (-6.543, -4.652, -2.061)
H (-6.612, -3.327, 0.019)
H (-5.333, -1.236, 0.189)
C (0.379, -4.907, -1.714)
C (-0.038, -3.562, -1.540)
N (-0.407, -2.478, -1.395)
H (1.112, -4.967, -2.518)
H (-0.483, -5.529, -1.959)
H (0.828, -5.275, -0.792)

Results
Expectation value of S²: 6.023
Kohn-Sham gap (alpha / beta) (hartree): 0.3052 / 0.2439
Charge: +2
Energy relative to the best compared isomer or geometry (same formula, charge and spin) (kcal per mole): 19.9
Electronic energy (hartree): -3719.30311
Multiplicity: 5

2.
Formula: C45H54BiBr4GeN2O4PSi3
Source: the Open Molecules 2025 dataset
Level of theory: wB97M-V/def2-TZVPD

Geometry (Å):
Bi (0.705, -0.895, -0.256)
Br (4.557, -5.923, 3.778)
C (4.069, -4.541, 2.572)
C (5.018, -3.928, 1.783)
Br (6.839, -4.454, 1.874)
C (4.623, -2.896, 0.904)
Br (5.898, -2.066, -0.227)
C (3.310, -2.445, 0.811)
O (2.928, -1.492, -0.001)
C (2.309, -3.086, 1.649)
O (1.112, -2.661, 1.584)
C (2.732, -4.129, 2.490)
Br (1.359, -4.974, 3.489)
N (0.172, -5.068, -2.221)
C (0.115, -3.699, -2.146)
O (-0.911, -3.130, -1.831)
C (1.392, -2.966, -2.502)
C (1.221, -1.458, -2.447)
H (-0.578, -5.554, -1.757)
H (1.076, -5.507, -2.215)
H (1.736, -3.341, -3.475)
H (2.160, -3.266, -1.776)
H (0.427, -1.110, -3.112)
H (2.157, -0.969, -2.709)
C (-4.440, 1.545, -4.220)
C (-3.644, 0.407, -4.297)
C (-3.101, -0.137, -3.145)
C (-3.350, 0.413, -1.883)
C (-4.145, 1.555, -1.827)
C (-4.681, 2.119, -2.981)
P (-2.523, -0.515, -0.455)
C (-3.078, 0.563, 0.924)
C (-2.156, 1.420, 1.517)
C (-2.526, 2.245, 2.572)
C (-3.828, 2.223, 3.051)
C (-4.756, 1.367, 2.470)
C (-4.383, 0.545, 1.418)
C (-3.750, -1.881, -0.414)
C (-4.845, -2.179, -1.179)
C (-5.578, -3.356, -0.885)
C (-5.214, -4.190, 0.138)
C (-4.082, -3.901, 0.943)
C (-3.611, -4.700, 2.011)
C (-2.482, -4.308, 2.685)
C (-1.778, -3.120, 2.360)
C (-2.198, -2.271, 1.352)
C (-3.356, -2.722, 0.657)
H (-4.857, 1.985, -5.118)
H (-3.435, -0.046, -5.259)
H (-2.469, -1.020, -3.211)
H (-4.357, 2.018, -0.870)
H (-5.291, 3.013, -2.907)
H (-1.125, 1.428, 1.173)
H (-1.791, 2.900, 3.024)
H (-4.117, 2.863, 3.877)
H (-5.774, 1.334, 2.842)
H (-5.107, -0.130, 0.975)
H (-5.158, -1.543, -1.998)
H (-6.447, -3.598, -1.488)
H (-5.797, -5.085, 0.339)
H (-4.129, -5.618, 2.274)
H (-2.103, -4.939, 3.487)
H (-0.859, -2.929, 2.905)
C (4.562, 0.514, -2.247)
Si (3.323, 1.912, -2.411)
C (2.625, 1.803, -4.169)
C (4.404, 3.471, -2.412)
Ge (1.559, 1.788, -0.781)
Si (2.405, 2.998, 1.097)
C (4.012, 2.167, 1.632)
C (2.800, 4.808, 0.675)
C (1.286, 3.191, 2.610)
Si (0.056, 3.286, -1.897)
C (-0.735, 2.444, -3.393)
C (-1.335, 3.967, -0.817)
C (0.899, 4.846, -2.575)
H (5.137, 0.414, -3.175)
H (4.089, -0.438, -2.013)
H (5.262, 0.713, -1.433)
H (3.462, 1.708, -4.869)
H (2.045, 2.683, -4.450)
H (1.980, 0.931, -4.291)
H (5.135, 3.358, -3.220)
H (4.959, 3.568, -1.477)
H (3.851, 4.395, -2.580)
H (4.812, 2.365, 0.913)
H (3.870, 1.085, 1.670)
H (4.342, 2.515, 2.615)
H (3.380, 4.935, -0.236)
H (3.360, 5.253, 1.505)
H (1.871, 5.374, 0.566)
H (1.452, 2.383, 3.323)
H (0.227, 3.174, 2.343)
H (1.503, 4.147, 3.095)
H (-0.511, 1.377, -3.425)
H (-0.380, 2.886, -4.328)
H (-1.821, 2.546, -3.361)
H (-2.065, 3.197, -0.567)
H (-1.854, 4.755, -1.374)
H (-0.967, 4.394, 0.119)
H (1.645, 4.624, -3.339)
H (1.383, 5.429, -1.791)
H (0.125, 5.471, -3.035)
O (0.999, 0.405, 2.200)
N (0.907, -0.291, 3.281)
C (2.025, -0.771, 3.872)
C (1.948, -1.531, 5.014)
C (0.711, -1.822, 5.569)
C (-0.422, -1.340, 4.936)
C (-0.307, -0.581, 3.791)
H (2.938, -0.532, 3.348)
H (2.865, -1.925, 5.431)
H (0.633, -2.447, 6.447)
H (-1.415, -1.577, 5.291)
H (-1.139, -0.222, 3.203)

Results
Kohn-Sham gap (hartree): 0.2071
Charge: -2
Energy relative to the best compared isomer or geometry (same formula, charge and spin) (kcal per mole): 28.4
Electronic energy (hartree): -15955.15212

3.
Formula: C45H55BrF9IO31Si2
Source: the Open Molecules 2025 dataset
Level of theory: wB97M-V/def2-TZVPD

Geometry (Å):
C (-0.914, -2.770, 3.849)
C (-0.194, -2.740, 2.490)
C (0.349, -1.349, 2.154)
I (1.923, -0.877, 3.549)
Si (1.089, -1.232, 0.433)
O (0.136, -2.131, -0.616)
Si (-0.200, -1.577, -2.124)
C (-1.338, -0.102, -2.151)
C (-2.080, 0.166, -0.836)
C (-3.450, 0.779, -1.024)
F (-3.330, 2.124, -1.182)
F (-4.068, 0.330, -2.146)
C (-4.460, 0.504, 0.114)
F (-5.626, 1.064, -0.248)
F (-4.646, -0.829, 0.171)
C (-4.057, 1.059, 1.525)
F (-2.927, 1.769, 1.490)
F (-5.038, 1.873, 1.953)
C (-3.924, -0.046, 2.599)
F (-3.566, 0.529, 3.744)
F (-2.968, -0.903, 2.257)
F (-5.068, -0.672, 2.791)
C (1.306, -1.196, -3.196)
C (2.502, -2.052, -2.965)
O (2.592, -3.197, -3.192)
Br (4.057, -1.103, -2.215)
O (-1.057, -2.818, -2.886)
C (-0.934, -4.077, -2.377)
O (-0.081, -4.820, -2.739)
C (-1.953, -4.506, -1.385)
C (-2.778, -3.589, -0.732)
C (-3.703, -3.988, 0.230)
C (-3.826, -5.344, 0.530)
C (-3.030, -6.269, -0.143)
C (-2.088, -5.863, -1.087)
H (-0.274, -3.146, 4.639)
H (-1.254, -1.779, 4.140)
H (-1.805, -3.393, 3.804)
H (0.639, -3.434, 2.572)
H (-0.869, -3.093, 1.713)
H (-0.421, -0.603, 2.321)
H (2.468, -1.730, 0.477)
H (1.077, 0.188, 0.006)
H (-2.003, -0.211, -3.003)
H (-0.731, 0.771, -2.378)
H (-1.506, 0.894, -0.272)
H (-2.121, -0.711, -0.194)
H (1.557, -0.139, -3.156)
H (0.989, -1.399, -4.220)
H (-2.699, -2.543, -0.985)
H (-4.299, -3.239, 0.724)
H (-4.548, -5.651, 1.270)
H (-3.156, -7.315, 0.090)
H (-1.473, -6.594, -1.587)
C (-6.905, 2.795, -3.396)
C (-7.867, 2.463, -2.275)
O (-9.035, 3.210, -2.641)
C (-8.993, 3.422, -3.982)
O (-9.895, 3.856, -4.621)
O (-7.794, 3.058, -4.487)
H (-6.230, 1.978, -3.639)
H (-6.319, 3.693, -3.193)
H (-8.121, 1.401, -2.248)
H (-7.507, 2.770, -1.297)
C (2.740, -3.165, 8.791)
C (2.646, -1.806, 8.130)
O (2.725, -2.138, 6.741)
C (2.318, -3.423, 6.591)
O (2.104, -3.950, 5.550)
O (2.188, -4.027, 7.795)
H (2.165, -3.229, 9.713)
H (3.770, -3.469, 8.987)
H (1.690, -1.318, 8.320)
H (3.456, -1.137, 8.409)
C (-10.987, -0.465, -2.222)
C (-11.189, 0.028, -3.639)
O (-10.007, -0.440, -4.296)
C (-9.526, -1.501, -3.600)
O (-8.653, -2.212, -3.970)
O (-10.180, -1.630, -2.418)
H (-11.915, -0.722, -1.719)
H (-10.433, 0.248, -1.607)
H (-12.061, -0.419, -4.117)
H (-11.261, 1.112, -3.704)
C (0.581, 4.117, -1.886)
C (0.313, 4.709, -3.249)
O (1.442, 4.249, -4.013)
C (1.927, 3.135, -3.415)
O (2.746, 2.416, -3.894)
O (1.346, 2.943, -2.211)
H (-0.327, 3.845, -1.353)
H (1.187, 4.772, -1.260)
H (-0.590, 4.311, -3.696)
H (0.266, 5.795, -3.243)
C (8.129, 1.312, -2.844)
C (8.345, 2.621, -2.111)
O (7.108, 2.752, -1.384)
C (6.575, 1.519, -1.223)
O (5.649, 1.279, -0.516)
O (7.237, 0.611, -1.965)
H (9.042, 0.750, -2.990)
H (7.632, 1.451, -3.806)
H (9.163, 2.583, -1.403)
H (8.487, 3.468, -2.777)
C (-1.767, -5.421, 10.149)
C (-0.952, -6.212, 9.146)
O (-0.648, -5.225, 8.158)
C (-0.717, -4.010, 8.736)
O (-0.362, -2.995, 8.231)
O (-1.251, -4.096, 9.980)
H (-1.632, -5.754, 11.175)
H (-2.832, -5.415, 9.912)
H (-0.018, -6.586, 9.567)
H (-1.500, -7.039, 8.702)
C (-0.121, 1.019, -6.412)
C (-0.969, 2.089, -7.071)
O (-1.839, 2.490, -6.001)
C (-1.232, 2.190, -4.837)
O (-1.597, 2.545, -3.759)
O (-0.135, 1.432, -5.041)
H (0.897, 0.980, -6.787)
H (-0.570, 0.027, -6.484)
H (-0.381, 2.953, -7.385)
H (-1.547, 1.722, -7.914)
C (13.885, 1.776, -0.412)
C (13.673, 3.251, -0.685)
O (12.725, 3.224, -1.759)
C (12.061, 2.049, -1.707)
O (11.096, 1.790, -2.355)
O (12.634, 1.211, -0.819)
H (14.081, 1.554, 0.634)
H (14.679, 1.346, -1.024)
H (13.228, 3.774, 0.162)
H (14.578, 3.768, -0.989)
C (4.858, 5.591, 1.577)
C (4.772, 4.721, 0.341)
O (3.475, 5.057, -0.171)
C (3.140, 6.282, 0.288)
O (2.200, 6.906, -0.090)
O (4.014, 6.699, 1.232)
H (5.866, 5.932, 1.793)
H (4.448, 5.101, 2.462)
H (5.519, 4.978, -0.410)
H (4.839, 3.657, 0.555)

Results
Kohn-Sham gap (hartree): 0.3306
Electronic energy (hartree): -8430.00023

4.
Formula: C45H55Cl5N7O2Si4Y
Source: the Open Molecules 2025 dataset
Level of theory: wB97M-V/def2-TZVPD

Geometry (Å):
Y (0.116, 0.108, 1.419)
C (1.268, 4.153, 0.711)
Si (0.018, 3.024, -0.320)
C (-0.791, 4.529, -1.182)
C (1.563, 2.053, -1.002)
C (-1.118, 2.112, 1.019)
Si (-2.914, 1.727, 0.416)
C (-3.706, 0.840, -1.099)
C (-3.755, 0.654, 1.795)
C (-3.900, 3.368, 0.368)
Si (-1.137, 3.045, 2.667)
C (-2.359, 2.528, 4.067)
C (-1.542, 4.926, 2.651)
C (0.629, 2.861, 3.422)
C (1.031, 3.650, 4.493)
C (2.322, 3.578, 4.977)
C (3.209, 2.720, 4.347)
C (2.737, 1.953, 3.297)
N (1.483, 1.998, 2.856)
H (1.660, 4.925, 0.053)
H (2.126, 3.598, 1.078)
H (0.855, 4.670, 1.564)
H (-0.040, 5.154, -1.652)
H (-1.289, 5.141, -0.438)
H (-1.512, 4.251, -1.934)
H (2.360, 2.733, -1.293)
H (1.310, 1.442, -1.856)
H (1.971, 1.410, -0.207)
H (-3.240, -0.104, -1.345)
H (-3.649, 1.462, -1.980)
H (-4.754, 0.649, -0.874)
H (-3.062, 0.353, 2.568)
H (-4.193, -0.246, 1.374)
H (-4.558, 1.207, 2.265)
H (-3.357, 4.114, -0.196)
H (-4.078, 3.758, 1.363)
H (-4.865, 3.227, -0.110)
H (-3.356, 2.860, 3.800)
H (-2.102, 2.995, 5.013)
H (-2.408, 1.462, 4.240)
H (-2.541, 5.070, 2.258)
H (-0.871, 5.506, 2.032)
H (-1.524, 5.354, 3.650)
H (0.316, 4.322, 4.940)
H (2.633, 4.177, 5.819)
H (4.233, 2.637, 4.674)
H (3.399, 1.254, 2.797)
N (-2.576, -2.781, 2.680)
C (-2.191, -1.992, 3.742)
C (-2.733, -2.341, 4.990)
C (-2.375, -1.619, 6.105)
C (-1.467, -0.578, 5.952)
C (-1.014, -0.282, 4.680)
N (-1.364, -0.961, 3.581)
C (-2.474, -2.684, 1.315)
C (-3.156, -3.679, 0.592)
C (-3.115, -3.670, -0.782)
C (-2.418, -2.646, -1.413)
C (-1.785, -1.698, -0.632)
N (-1.773, -1.722, 0.710)
H (-3.165, -3.552, 2.967)
H (-3.417, -3.172, 5.071)
H (-2.796, -1.858, 7.071)
H (-1.123, -0.001, 6.793)
H (-0.321, 0.532, 4.524)
H (-3.705, -4.441, 1.123)
H (-3.618, -4.440, -1.348)
H (-2.364, -2.573, -2.485)
H (-1.245, -0.874, -1.087)
Cl (6.404, -3.407, 4.556)
C (4.894, -2.628, 4.288)
C (4.152, -2.911, 3.143)
Cl (4.704, -4.081, 2.016)
C (2.967, -2.242, 2.921)
Cl (1.994, -2.497, 1.516)
C (2.447, -1.256, 3.797)
O (1.387, -0.615, 3.513)
C (3.207, -1.043, 4.978)
Cl (2.586, 0.100, 6.105)
C (4.401, -1.702, 5.210)
Cl (5.307, -1.371, 6.630)
N (3.380, -3.155, -5.569)
C (3.284, -4.031, -6.614)
C (3.981, -4.156, -7.807)
C (3.585, -5.169, -8.657)
C (2.538, -6.037, -8.326)
C (1.848, -5.928, -7.139)
C (2.226, -4.909, -6.267)
N (1.722, -4.557, -5.051)
C (2.410, -3.513, -4.662)
C (2.153, -2.804, -3.428)
C (2.777, -1.607, -3.076)
C (2.409, -0.977, -1.901)
N (1.488, -1.444, -1.064)
C (0.947, -2.623, -1.371)
C (1.225, -3.326, -2.523)
H (4.037, -2.396, -5.489)
H (4.790, -3.484, -8.054)
H (4.095, -5.296, -9.602)
H (2.268, -6.814, -9.027)
H (1.041, -6.594, -6.881)
H (3.521, -1.141, -3.704)
H (2.884, -0.050, -1.618)
H (0.258, -3.035, -0.647)
H (0.741, -4.261, -2.749)
C (-2.620, 2.810, -3.891)
Si (-1.137, 1.781, -3.207)
C (-1.339, 0.011, -3.935)
C (0.401, 2.493, -4.120)
O (-1.007, 1.718, -1.626)
H (-2.276, 3.631, -4.513)
H (-3.210, 3.245, -3.091)
H (-3.289, 2.208, -4.501)
H (-1.383, 0.063, -5.019)
H (-2.256, -0.459, -3.594)
H (-0.506, -0.641, -3.676)
H (0.106, 3.075, -4.988)
H (1.066, 1.706, -4.470)
H (0.970, 3.149, -3.471)

Results
Kohn-Sham gap (hartree): 0.2653
Energy relative to the best compared isomer or geometry (same formula, charge and spin) (kcal per mole): 97.8
Electronic energy (hartree): -5779.06959